293
Properties=species:S:1:pos:R:3 method="wB97M-V/def2-TZVPD" e_homo_ev=-9.3546 energy_ev=-158929.827 homo_lumo_gap_ev=9.7
O -25.40008 16.21872 4.46740
O -11.44967 20.68279 -1.14422
O -17.06908 23.16550 7.22954
O -26.46588 24.85234 -1.92096
O -6.33893 5.66526 -1.43838
O -14.53548 -0.48841 2.69881
O -25.98399 22.43171 -0.47262
O -15.84859 10.68454 4.85677
O -7.19152 12.00099 -6.18622
O -5.55672 13.70682 -3.35857
O -13.73897 12.27535 5.91860
O -33.01043 14.79802 -0.20548
O -9.41669 27.49557 0.34143
O -10.78070 1.38259 -7.39157
O -10.45431 20.84825 1.88913
O -6.58490 28.20762 -0.46114
O -11.52559 11.88046 4.05924
O -30.28412 15.77768 -2.32325
O -21.33825 11.11784 -8.10774
O -16.87097 14.64596 0.27901
O -10.91247 -1.84142 -11.71021
O -14.79025 -1.17490 5.44320
O -9.73111 12.32256 -7.74906
O -10.23591 -1.56940 -8.28939
O -29.39586 12.22533 7.04474
O -16.50100 25.47372 5.87910
O -10.44725 22.20343 4.47712
O -19.18288 8.89005 -8.04015
O -16.81954 17.42680 0.65345
O -18.03565 26.26767 3.16077
O -28.16951 15.05530 4.89904
O -15.91595 11.39954 -1.17182
O -28.53051 24.46050 -3.93714
O -26.99852 14.57959 -2.00845
O -15.89045 0.96413 0.61724
O -4.33931 31.03038 0.51413
O -22.78131 11.57194 -10.72324
N -2.81016 4.99009 -2.95608
C -6.99289 5.19782 -0.23844
C -27.11051 24.63166 -0.69802
C -28.83346 14.52729 6.09685
C -26.23131 23.69529 0.16970
C -24.72789 22.34470 -1.15797
C -15.77099 12.44211 -0.19771
C -10.60331 -0.89067 -7.12495
C -16.70690 26.59562 3.65401
C -11.49609 12.82136 5.09823
C -4.71286 6.11827 -3.98783
C -16.59138 13.69571 -0.75989
C -7.14018 12.85891 -5.05880
C -10.06441 26.53739 -0.42178
C -21.62528 11.69775 -11.53943
C -10.43808 11.86711 -6.63224
C -15.96459 -0.41229 5.55886
C -26.79997 25.97025 -2.77435
C -28.91390 16.07195 -2.38179
C -10.32472 11.21420 3.77564
C -28.71349 12.50629 8.24839
C -28.93123 12.95962 5.91776
C -15.65930 10.14128 -0.60932
C -16.61253 1.27605 1.85677
C -19.92997 11.19144 -7.86105
C -21.81095 10.03011 -8.90609
C -22.94356 10.42508 -9.82686
C -10.31067 -2.19514 -13.01853
C -15.92858 11.31505 6.14359
C -4.56201 31.22171 1.93290
C -27.61134 23.78685 -4.82218
C -9.95469 0.44253 -6.87718
C -13.98159 -1.74281 3.21798
C -27.83875 16.53496 4.88640
C -17.95477 16.65537 1.11057
C -10.21438 19.92944 0.82300
C -12.75766 20.77022 -1.78663
C -5.52485 30.40721 0.01243
C -11.50097 19.73367 -0.05286
C -34.36725 14.32578 -0.47620
C -18.30980 7.93175 -7.52314
C -5.74188 12.83978 -4.47099
C -5.61275 28.86459 0.30210
C -17.95633 15.49084 0.12022
C -8.23673 26.99213 0.91563
C -19.25484 10.00554 -7.14848
C -18.42522 23.24879 6.86258
C -28.29487 14.66107 -2.54801
C -25.45812 14.84098 4.18201
C -18.16602 26.46599 1.76329
C -16.68927 18.71288 1.26047
C -11.55184 21.45103 4.01812
C -15.10298 12.62905 6.15483
C -16.84198 25.56672 7.28110
C -26.39501 16.91746 5.22414
C -16.72264 9.58162 4.68190
C -10.73414 -1.07180 -9.52244
C -16.66112 26.73501 5.14124
C -26.32866 13.32141 -2.12713
C -5.04905 5.00942 -1.61371
C -9.95197 -1.60530 -10.66721
C -28.03240 25.77092 -3.50804
C -4.07881 5.70409 -2.62762
C -11.17685 20.27859 3.01169
C -4.23775 13.79065 -2.96240
C -8.77267 13.32111 -7.57697
C -14.46641 1.15170 0.81430
C -7.00829 26.89384 0.06684
C -7.32429 12.74808 -7.40669
C -10.86327 23.25557 5.29461
C -14.75245 -2.16079 4.46425
C -30.79690 15.57236 -1.05451
C -16.66423 24.26206 8.01015
C -12.96528 13.31873 5.38673
C -13.81937 -0.06163 1.46442
C -32.19222 15.14352 -1.31397
C -10.34440 2.75394 -7.25661
H -12.24343 22.16638 3.57306
H -23.18256 9.56340 -10.45014
H -16.79229 0.36258 2.42366
H -19.47155 11.57660 -8.77189
H -13.48007 13.65769 4.48773
H -11.34331 23.00195 6.23975
H -28.01168 16.91667 3.88017
H -5.02423 5.17878 -4.44446
H -21.89681 11.04697 -12.37061
H -4.79840 30.29509 2.45594
H -6.42462 5.60900 0.59588
H -16.90916 9.15108 3.69806
H -7.29495 4.15084 -0.21186
H -27.21695 25.54013 -0.10520
H -26.90752 26.78295 -2.05599
H -17.22748 24.19695 8.94107
H -23.81793 10.61740 -9.20509
H -8.98170 0.59244 -7.34507
H -9.18215 14.07007 -6.89913
H -25.88323 13.25648 -3.11984
H -28.45631 17.17112 5.52045
H -12.12337 19.81595 2.73217
H -16.08988 0.20228 4.66740
H -14.00396 -2.44432 2.38403
H -25.81001 14.22364 5.00855
H -11.20364 12.60399 -6.38928
H -12.79707 21.72683 -2.30765
H -15.87347 27.41997 5.45514
H -9.65798 19.05369 1.15702
H -9.76235 2.87493 -6.34301
H -7.99423 5.62818 -0.25230
H -32.16948 14.25049 -1.93855
H -21.49435 12.73392 -11.85140
H -17.53022 13.26460 -1.10748
H -14.09167 -2.91179 4.89721
H -12.92869 -1.64802 3.48358
H -29.04582 11.83774 9.04255
H -13.03479 19.88592 -2.36048
H -4.07105 6.58725 -4.73364
H -18.90936 14.96221 0.14007
H -4.16465 14.43838 -2.08878
H -15.65322 9.42041 -1.42688
H -9.83573 11.64688 -5.75090
H -16.23923 12.12219 0.73315
H -28.53009 16.56897 -1.49086
H -5.76684 28.75970 1.37604
H -11.09035 -2.07839 -13.77124
H -11.15397 12.41364 6.04946
H -17.60279 1.65889 1.60991
H -18.62171 7.58712 -6.53722
H -16.02654 0.39788 6.28541
H -16.13456 26.20694 7.80814
H -19.94074 12.07265 -7.21961
H -9.09266 -0.97679 -10.90096
H -20.71755 11.39473 -11.01762
H -16.82269 18.59586 2.33592
H -8.11601 27.77500 1.66439
H -10.63333 19.55090 3.61432
H -5.35554 31.93944 2.14094
H -18.19678 27.50085 1.42242
H -25.34617 24.13531 0.62908
H -4.72900 28.29305 0.01846
H -9.47832 11.87835 3.60064
H -26.99658 12.47106 -1.98971
H -5.08436 13.03078 -5.31910
H -5.25676 4.01959 -2.02015
H -14.66479 9.97744 -0.19437
H -27.93030 12.57915 5.71415
H -22.25826 9.28599 -8.24707
H -32.69052 15.93351 -1.87587
H -10.48171 10.76773 2.79376
H -13.85154 1.39793 -0.05138
H -7.06161 12.08786 -8.23325
H -6.44458 30.92783 0.27913
H -29.80498 14.98935 6.27228
H -5.60448 6.74036 -3.90969
H -19.74372 9.69006 -6.22676
H -12.37140 19.80855 0.59895
H -10.15724 -1.49307 -6.33360
H -28.20646 14.43375 -3.61037
H -17.69214 9.97171 4.99175
H -23.94431 22.88249 -0.62424
H -28.83214 13.54211 8.56634
H -8.85613 13.80932 -8.54794
H -6.15305 26.51861 0.62887
H -9.85476 0.52875 -5.79519
H -26.39628 17.99038 5.41638
H -9.71673 3.18766 -8.03508
H -13.88149 -0.87478 0.74121
H -21.02026 9.73017 -9.59379
H -10.10447 -3.26498 -12.98662
H -26.61116 23.71789 -4.39442
H -28.82936 26.06636 -2.82564
H -7.41894 13.91266 -5.05609
H -11.38709 24.01247 4.71081
H -24.63106 21.25904 -1.16634
H -12.88737 14.08447 6.15852
H -26.23806 14.68068 3.43764
H -29.45334 12.71930 4.99161
H -16.85791 -1.03676 5.57084
H -10.99142 26.98287 -0.78276
H -10.07087 10.42071 4.47852
H -5.54729 30.41706 -1.07730
H -9.98292 23.79860 5.63839
H -12.02742 21.05244 4.91426
H -25.98928 26.17968 -3.47222
H -18.77436 22.27084 6.53119
H -9.53742 26.17702 -1.30524
H -34.84586 14.02952 0.45722
H -11.78284 -1.31110 -9.69870
H -30.28217 14.81484 -0.46348
H -14.27537 2.04744 1.40529
H -16.64648 8.75137 5.38403
H -27.86834 22.77236 -5.12688
H -17.33201 8.40899 -7.58845
H -8.43570 26.10392 1.51529
H -6.61515 13.57246 -7.33174
H -11.54569 18.75139 -0.52323
H -15.65260 10.70713 7.00519
H -3.71308 14.39570 -3.70182
H -34.37486 13.33743 -0.93576
H -15.65127 24.14634 8.39565
H -15.72878 -2.57162 4.20712
H -28.73620 16.69381 -3.25919
H -10.83784 13.66114 4.87557
H -25.50961 13.31215 -1.40799
H -26.25989 16.60694 6.26020
H -7.18997 26.30685 -0.83346
H -2.38964 4.65199 -2.10229
H -27.67307 12.22492 8.08575
H -17.81389 16.27589 2.12261
H -28.15330 26.36714 -4.41247
H -24.49437 14.44576 3.86097
H -17.99235 15.85370 -0.90698
H -9.53693 -2.59834 -10.49482
H -7.86783 12.42096 -4.37555
H -4.37641 5.12312 -0.76358
H -15.09497 13.20283 7.08155
H -28.21038 14.92783 6.89650
H -13.53370 20.77121 -1.02122
H -14.72102 12.59214 0.05360
H -3.87109 6.68417 -2.19822
H -17.57409 27.24130 5.45471
H -24.67206 22.70943 -2.18363
H -28.92355 13.96634 -1.99106
H -28.07852 24.17639 -0.90729
H -16.13970 14.11526 -1.65881
H -16.94154 11.57258 6.45292
H -15.45090 13.25546 5.33346
H -17.85022 25.97684 7.33886
H -9.46418 -1.58894 -13.34115
H -34.95077 15.11815 -0.94500
H -26.82513 23.39981 1.03466
H -18.37792 7.09271 -8.21560
H -3.15339 4.18600 -3.46179
H -27.40270 24.33241 -5.74247
H -19.02419 23.58673 7.70824
H -12.73586 0.02553 1.54503
H -18.22712 10.28614 -6.91793
H -30.83885 16.57152 -0.62090
H -3.68117 31.70436 2.35633
H -16.11369 25.71870 3.39477
H -16.41627 9.77428 0.08380
H -16.09815 1.97566 2.51561
H -9.52345 20.40463 0.12666
H -17.35796 25.95691 1.23796
H -11.01361 11.01949 -7.00429
H -11.66841 -0.77709 -6.92302
H -3.77437 12.82552 -2.75768
H -18.82537 17.30996 1.06943
H -10.25567 25.68179 0.22589
H -18.69981 23.94134 6.06692
H -16.27536 27.51488 3.25800
H -11.21293 3.40485 -7.15623
H -19.12131 25.98616 1.55046
H -5.49761 11.82186 -4.16723
H -10.70589 0.01752 -9.49653
H -15.64778 18.99367 1.10381
H -17.31483 19.51292 0.86462